Entry 1:
Computed, not measured: a cluster of 11 separate species, C27H76O11 in total in a non-equilibrium geometry, with ωB97M-V/def2-TZVPD.

## Properties
HOMO energy   -9.43 eV
Energy relative to the best compared isomer or geometry (same formula, charge and spin)   107.2 kcal/mol
Kohn-Sham gap   9.7960 eV
Structure (SMILES)   CC(C)O.CC(C)O.CC(C)O.CC(C)O.CC(C)O.CC(C)O.CC(C)O.CC(C)O.CO.CO.CO
E   -51748.8605 eV
E_LUMO   0.4 eV

Structure (ORCA input):
```
! wB97M-V def2-TZVPD RIJCOSX def2/J DEFGRID3
* xyz 0 1
C -11.65 15.00 2.31
C -11.81 15.31 0.83
C -13.09 14.78 0.22
O -11.78 16.76 0.70
H -12.37 15.67 2.77
H -10.69 15.35 2.70
H -11.86 13.96 2.57
H -10.99 14.82 0.31
H -13.87 15.54 0.32
H -13.44 13.85 0.67
H -12.95 14.51 -0.83
H -12.69 17.02 0.58
C -9.50 15.01 -6.94
C -8.42 13.90 -6.70
C -7.20 14.22 -7.40
O -8.03 13.61 -5.38
H -9.03 15.89 -6.50
H -10.45 14.79 -6.45
H -9.83 15.19 -7.97
H -8.81 13.03 -7.23
H -6.74 15.16 -7.07
H -7.41 14.40 -8.45
H -6.54 13.36 -7.40
H -7.89 14.43 -4.90
C -12.75 12.54 -8.64
C -11.90 13.72 -9.19
C -11.95 13.70 -10.68
O -12.42 14.93 -8.67
H -12.81 12.34 -7.57
H -12.42 11.67 -9.20
H -13.79 12.68 -8.94
H -10.84 13.56 -9.00
H -12.95 13.69 -11.09
H -11.46 12.82 -11.11
H -11.48 14.62 -11.02
H -13.05 15.25 -9.32
C -12.49 18.16 -4.50
C -12.00 16.69 -4.29
C -12.62 16.02 -3.09
O -12.64 16.08 -5.33
H -12.07 18.83 -3.75
H -13.57 18.27 -4.41
H -12.42 18.59 -5.49
H -10.95 16.57 -4.53
H -12.31 14.97 -3.19
H -13.70 16.18 -3.01
H -12.10 16.34 -2.19
H -12.32 16.35 -6.20
C -8.66 16.06 -2.41
C -7.19 15.66 -2.22
C -7.04 14.74 -0.96
O -6.77 14.95 -3.36
H -8.95 16.63 -3.29
H -8.93 16.51 -1.45
H -9.30 15.20 -2.60
H -6.62 16.58 -2.07
H -6.03 14.48 -0.65
H -7.57 13.78 -0.96
H -7.25 15.28 -0.03
H -6.29 14.20 -3.01
C -9.71 24.64 -4.22
C -10.96 23.70 -4.31
C -10.52 22.22 -4.15
O -11.79 24.06 -3.14
H -10.08 25.66 -4.31
H -8.95 24.54 -5.00
H -9.17 24.65 -3.27
H -11.51 23.79 -5.25
H -11.23 21.55 -3.67
H -9.60 22.19 -3.56
H -10.34 21.78 -5.13
H -12.53 24.62 -3.40
C -11.39 10.32 -2.42
C -10.63 11.10 -3.50
C -10.89 12.56 -3.40
O -9.25 10.98 -3.23
H -11.17 9.26 -2.56
H -12.45 10.38 -2.69
H -11.09 10.75 -1.46
H -10.91 10.63 -4.45
H -10.31 13.10 -4.15
H -10.77 12.94 -2.39
H -11.93 12.86 -3.58
H -8.83 11.65 -3.78
C -11.15 20.52 -8.19
C -11.05 21.08 -9.63
C -12.28 20.89 -10.50
O -10.66 22.43 -9.55
H -10.20 20.16 -7.79
H -11.65 19.55 -8.22
H -11.60 21.09 -7.37
H -10.23 20.50 -10.07
H -12.07 20.97 -11.57
H -13.03 21.62 -10.19
H -12.66 19.87 -10.51
H -9.75 22.51 -9.24
C -15.06 20.61 -2.85
O -14.88 19.53 -1.97
H -14.35 21.38 -2.58
H -14.85 20.40 -3.90
H -16.02 21.13 -2.85
H -15.39 19.55 -1.16
C -15.91 16.64 -5.53
O -15.31 15.45 -5.25
H -15.40 17.38 -6.15
H -16.92 16.44 -5.88
H -16.03 17.24 -4.63
H -14.44 15.61 -5.63
C -11.32 19.81 -0.83
O -10.33 18.91 -1.18
H -10.99 20.38 0.04
H -11.28 20.69 -1.46
H -12.30 19.33 -0.85
H -10.37 18.20 -0.54
*
```

Atomic partial charges in e from the Löwdin method, atoms 1 to 8: atom 1 (C): -0.0586, atom 2 (C): -0.4673, atom 3 (C): -0.0427, atom 4 (O): -0.0676, atom 5 (H): 0.0805, atom 6 (H): 0.0788, atom 7 (H): 0.0813, atom 8 (H): 0.1266

---

Entry 2:
Computed, not measured: a cluster of 11 separate species, C27H76O11 in total in a non-equilibrium geometry, with ωB97M-V/def2-TZVPD.

## Properties
HOMO energy (spin up / spin down)   -11.47 / -11.47 eV
Energy relative to the best compared isomer or geometry (same formula, charge and spin)   51.0 kcal/mol
Kohn-Sham gap (spin up / spin down)   8.8198 / 2.1594 eV
E   -51741.5668 eV
E_LUMO (spin up / spin down)   -2.6 / -9.3 eV

Structure (ORCA input):
```
! wB97M-V def2-TZVPD RIJCOSX def2/J DEFGRID3
* xyz 1 2
C 2.23 -4.31 0.38
C 1.14 -5.19 -0.26
C -0.14 -5.34 0.55
O 0.86 -4.73 -1.52
H 1.91 -3.27 0.38
H 3.21 -4.31 -0.11
H 2.52 -4.70 1.35
H 1.53 -6.19 -0.44
H 0.00 -5.80 1.53
H -0.90 -5.98 0.12
H -0.64 -4.39 0.73
H 0.27 -5.32 -1.99
C -1.90 1.01 -4.10
C -3.29 1.06 -4.74
C -3.33 1.72 -6.08
O -3.71 -0.27 -4.91
H -1.60 2.05 -4.00
H -1.11 0.52 -4.66
H -1.91 0.60 -3.09
H -4.03 1.53 -4.09
H -4.32 1.65 -6.52
H -2.63 1.14 -6.67
H -3.00 2.76 -6.10
H -3.17 -0.64 -5.62
C 0.18 3.91 2.84
C 0.98 4.11 4.08
C 2.02 5.23 4.10
O 0.09 4.52 5.12
H -0.34 4.85 2.66
H -0.42 3.02 3.01
H 0.86 3.68 2.02
H 1.52 3.22 4.40
H 2.64 5.13 3.21
H 2.66 5.15 4.98
H 1.58 6.22 4.02
H -0.06 5.47 5.09
C -2.63 0.35 3.36
C -2.68 0.32 4.93
C -1.89 1.52 5.42
O -4.02 0.33 5.31
H -3.13 -0.53 2.94
H -1.58 0.30 3.06
H -3.08 1.27 3.01
H -2.18 -0.61 5.17
H -0.93 1.56 4.91
H -1.67 1.38 6.48
H -2.27 2.53 5.29
H -4.05 0.19 6.26
C 5.64 -2.38 -0.26
C 5.87 -0.88 -0.31
C 5.05 -0.15 0.79
O 7.24 -0.56 -0.15
H 4.56 -2.55 -0.27
H 6.08 -2.90 0.59
H 5.95 -2.86 -1.19
H 5.50 -0.47 -1.25
H 4.00 -0.18 0.50
H 5.32 0.91 0.76
H 5.20 -0.50 1.81
H 7.57 -0.92 0.68
C 0.51 -2.97 -4.58
C 1.80 -2.42 -3.95
C 1.66 -1.42 -2.78
O 2.49 -3.58 -3.48
H 0.72 -3.79 -5.27
H -0.05 -2.21 -5.14
H -0.22 -3.27 -3.82
H 2.36 -1.92 -4.73
H 1.25 -0.43 -2.98
H 2.58 -1.19 -2.23
H 1.01 -1.90 -2.04
H 1.97 -3.94 -2.76
C -3.49 -3.47 -3.26
C -3.49 -2.45 -2.10
C -2.13 -1.94 -1.73
O -4.25 -1.33 -2.37
H -2.90 -3.08 -4.10
H -4.54 -3.56 -3.53
H -3.00 -4.41 -3.03
H -3.95 -3.00 -1.28
H -1.63 -1.55 -2.61
H -1.52 -2.72 -1.28
H -2.21 -1.12 -1.00
H -4.01 -1.03 -3.25
C -4.15 3.12 -0.01
C -2.70 2.94 -0.39
C -1.87 4.14 0.00
O -2.30 1.82 0.26
H -4.54 4.12 -0.24
H -4.21 3.03 1.07
H -4.77 2.40 -0.55
H -2.71 2.74 -1.46
H -2.07 4.41 1.04
H -2.10 5.03 -0.59
H -0.81 3.90 -0.14
H -3.06 1.23 0.28
C 3.33 3.30 0.72
O 2.38 2.55 -0.08
H 3.86 2.59 1.36
H 4.00 3.63 -0.07
H 2.89 4.11 1.30
H 1.80 2.05 0.49
C 0.24 -0.18 0.21
O 0.29 1.06 0.97
H -0.48 -0.94 0.51
H -0.02 0.07 -0.82
H 1.24 -0.59 0.15
H -0.56 1.46 0.77
C 1.56 -0.22 3.91
O 1.69 -0.52 5.29
H 1.18 0.79 3.82
H 2.44 -0.41 3.29
H 0.86 -0.82 3.32
H 2.06 -1.40 5.33
*
```

Atomic partial charges in e from the Löwdin method, atoms 1 to 8: atom 1 (C): -0.0217, atom 2 (C): -0.4943, atom 3 (C): -0.0350, atom 4 (O): -0.0690, atom 5 (H): 0.0745, atom 6 (H): 0.0615, atom 7 (H): 0.0957, atom 8 (H): 0.1417

---

Entry 3:
Computed, not measured: a cluster of 18 separate species, C27H7Cl68F2N3O5 in total in a non-equilibrium geometry, with ωB97M-V/def2-TZVPD.

## Properties
HOMO energy   -9.65 eV
Kohn-Sham gap   8.0718 eV
E   -899760.1193 eV
E_LUMO   -1.6 eV

Structure (ORCA input):
```
! wB97M-V def2-TZVPD RIJCOSX def2/J DEFGRID3
* xyz 0 1
N 0.50 -3.03 -0.59
C -0.61 -2.47 -1.48
O -1.83 -3.20 -1.01
C -2.20 -2.62 0.31
O -3.14 -3.18 1.12
O -1.42 -1.38 0.54
C -1.02 -0.99 -0.85
C 0.41 -0.20 -0.70
C 1.45 -0.20 -1.94
C 2.95 0.50 -1.97
C 3.27 1.27 -0.52
C 2.08 1.20 0.59
N 0.75 0.53 0.56
N -2.24 -0.28 -1.37
C -2.62 0.93 -0.53
O -3.67 0.79 0.32
F -1.92 2.23 -0.52
C -2.14 0.04 -2.85
O -1.57 1.12 -3.39
F -2.70 -0.99 -3.80
H 0.27 -4.05 -0.44
H 1.41 -2.94 -1.09
H -0.41 -2.40 -2.63
H 1.11 -0.77 -2.93
H 3.70 0.48 -2.87
H 4.30 1.83 -0.32
H 2.31 1.79 1.60
C -3.87 4.05 -3.85
Cl -3.37 3.55 -2.21
Cl -2.71 5.25 -4.48
Cl -3.90 2.63 -4.92
Cl -5.49 4.78 -3.78
C -3.59 5.34 1.67
Cl -3.08 6.95 1.11
Cl -3.14 5.14 3.38
Cl -5.36 5.19 1.50
Cl -2.79 4.09 0.69
C 0.91 6.74 -5.62
Cl 1.34 7.03 -7.32
Cl 1.07 5.00 -5.26
Cl 2.00 7.67 -4.56
Cl -0.77 7.24 -5.33
C 0.91 5.40 4.39
Cl 0.11 4.51 5.72
Cl 1.67 4.24 3.28
Cl -0.30 6.37 3.51
Cl 2.16 6.48 5.07
C -2.09 -6.38 2.44
Cl -1.00 -5.26 1.57
Cl -3.27 -7.07 1.30
Cl -1.13 -7.69 3.18
Cl -2.96 -5.49 3.72
C -1.49 0.16 3.80
Cl -2.40 0.54 2.32
Cl -0.01 1.15 3.86
Cl -2.50 0.53 5.22
Cl -1.06 -1.57 3.81
C 2.71 -5.87 -2.35
Cl 1.37 -6.05 -1.19
Cl 2.05 -5.81 -4.00
Cl 3.59 -4.35 -2.01
Cl 3.82 -7.25 -2.20
C -7.19 -0.41 1.09
Cl -8.53 -0.60 2.26
Cl -7.85 -0.36 -0.56
Cl -6.31 1.10 1.43
Cl -6.08 -1.79 1.24
C -8.43 7.78 -0.44
Cl -9.23 6.89 0.88
Cl -7.67 6.62 -1.56
Cl -9.63 8.75 -1.32
Cl -7.18 8.85 0.24
C 0.67 3.79 -9.45
Cl 2.08 3.26 -8.50
Cl -0.09 2.38 -10.23
Cl -0.51 4.58 -8.37
Cl 1.19 4.95 -10.69
C -4.13 -0.67 9.01
Cl -3.62 0.94 8.45
Cl -3.68 -0.87 10.72
Cl -5.90 -0.82 8.85
Cl -3.34 -1.93 8.03
C 4.27 -11.12 -3.12
Cl 4.09 -10.59 -4.81
Cl 5.59 -10.20 -2.35
Cl 2.74 -10.82 -2.24
Cl 4.64 -12.86 -3.08
C 5.47 -0.15 2.98
Cl 4.56 0.23 1.49
Cl 6.95 0.84 3.04
Cl 4.46 0.22 4.40
Cl 5.90 -1.88 2.99
C 8.77 -1.14 -0.50
Cl 10.10 0.02 -0.29
Cl 7.25 -0.40 0.07
Cl 8.61 -1.56 -2.22
Cl 9.10 -2.62 0.44
C -6.83 0.39 12.79
Cl -5.42 -0.15 13.74
Cl -7.59 -1.02 12.01
Cl -8.01 1.17 13.87
Cl -6.31 1.54 11.54
C 9.07 -12.19 -0.65
Cl 10.13 -10.88 -1.23
Cl 7.56 -12.20 -1.60
Cl 9.90 -13.75 -0.84
Cl 8.68 -11.93 1.07
C 5.47 7.47 -6.86
Cl 5.39 5.96 -5.93
Cl 4.66 7.24 -8.43
Cl 4.64 8.77 -5.95
Cl 7.17 7.93 -7.12
*
```

Atomic partial charges in e from the Löwdin method, atoms 1 to 8: atom 1 (N): 0.0693, atom 2 (C): -0.2057, atom 3 (O): -0.0156, atom 4 (C): -0.2490, atom 5 (O): -0.0610, atom 6 (O): -0.0789, atom 7 (C): -0.2686, atom 8 (C): -0.0904

---

Entry 4:
Computed, not measured: a structure of composition C27H81B3N3O9Zn in a non-equilibrium geometry, with ωB97M-V/def2-TZVPD.

## Properties
HOMO energy   -6.45 eV
Kohn-Sham gap   6.7472 eV
E   -102641.7123 eV
E_LUMO   0.3 eV

Structure (ORCA input):
```
! wB97M-V def2-TZVPD RIJCOSX def2/J DEFGRID3
* xyz -1 1
Zn 12.53 -12.15 -30.56
B 10.48 -11.53 -28.80
H 9.74 -11.11 -28.13
H 10.49 -12.60 -28.72
H 10.29 -11.20 -29.81
H 11.44 -11.18 -28.47
B 14.34 -10.04 -31.22
H 15.07 -9.29 -31.49
H 14.62 -11.02 -31.58
H 14.24 -10.09 -30.14
H 13.39 -9.73 -31.60
B 11.46 -13.43 -32.95
H 11.61 -13.86 -31.97
H 12.39 -13.29 -33.48
H 10.77 -14.06 -33.49
H 11.08 -12.43 -32.78
C 13.24 -9.00 -23.88
O 12.32 -8.29 -24.68
C 12.93 -8.11 -25.95
C 12.03 -7.23 -26.96
N 10.74 -6.71 -26.47
C 10.20 -5.60 -27.24
C 9.88 -6.01 -28.75
O 8.99 -7.10 -28.88
C 8.81 -7.46 -30.23
H 12.72 -9.15 -22.93
H 14.11 -8.40 -23.61
H 13.48 -9.94 -24.38
H 13.21 -9.04 -26.43
H 13.83 -7.51 -25.79
H 11.76 -7.84 -27.83
H 12.65 -6.41 -27.32
H 10.87 -6.54 -25.48
H 10.81 -4.71 -27.36
H 9.24 -5.28 -26.83
H 10.79 -6.06 -29.35
H 9.19 -5.21 -29.04
H 9.81 -7.73 -30.56
H 8.50 -6.71 -30.96
H 8.16 -8.33 -30.09
C 18.07 -5.51 -30.21
O 18.68 -5.43 -28.90
C 18.13 -6.32 -27.98
C 18.48 -7.77 -28.21
N 19.91 -8.00 -27.78
C 20.22 -9.44 -27.55
C 21.71 -9.73 -27.44
O 21.92 -11.10 -27.05
C 21.97 -11.96 -28.28
H 18.38 -4.63 -30.77
H 16.99 -5.62 -30.10
H 18.35 -6.45 -30.71
H 17.04 -6.32 -27.94
H 18.58 -5.93 -27.07
H 18.25 -8.24 -29.16
H 17.79 -8.32 -27.57
H 20.58 -7.47 -28.31
H 19.84 -10.14 -28.29
H 19.93 -9.83 -26.58
H 22.07 -9.03 -26.68
H 22.24 -9.54 -28.38
H 22.14 -13.00 -27.98
H 22.93 -11.77 -28.76
H 21.05 -11.92 -28.85
C 14.34 -16.94 -25.78
O 13.57 -15.93 -26.48
C 13.27 -16.22 -27.89
C 14.44 -15.57 -28.62
N 14.54 -14.15 -28.27
C 16.03 -13.72 -28.15
C 16.67 -14.22 -26.90
O 15.76 -13.94 -25.84
C 16.34 -14.16 -24.48
H 13.67 -17.70 -25.39
H 14.74 -16.53 -24.85
H 15.10 -17.47 -26.34
H 12.35 -15.70 -28.15
H 13.16 -17.29 -28.04
H 14.46 -15.83 -29.68
H 15.31 -16.16 -28.32
H 14.29 -14.17 -27.29
H 15.88 -12.65 -28.02
H 16.66 -13.92 -29.02
H 17.66 -13.78 -26.83
H 16.83 -15.29 -26.91
H 17.08 -13.37 -24.36
H 16.94 -15.07 -24.48
H 15.65 -14.22 -23.64
C 16.88 -6.90 -35.77
C 16.99 -8.44 -35.89
C 17.92 -8.87 -37.11
O 17.49 -9.07 -34.75
H 16.25 -6.57 -34.95
H 16.46 -6.50 -36.69
H 17.81 -6.35 -35.60
H 15.98 -8.83 -36.07
H 18.07 -9.94 -37.25
H 18.89 -8.43 -36.87
H 17.75 -8.52 -38.13
H 16.74 -9.16 -34.16
C 15.28 -14.33 -36.24
C 15.27 -15.78 -35.60
C 15.93 -15.88 -34.19
O 13.95 -16.24 -35.53
H 16.24 -14.03 -36.67
H 15.19 -13.62 -35.41
H 14.41 -14.11 -36.85
H 15.81 -16.40 -36.31
H 15.95 -16.87 -33.75
H 15.61 -15.15 -33.44
H 16.96 -15.57 -34.38
H 13.36 -15.69 -35.01
C 10.46 -10.10 -36.76
C 9.48 -9.48 -35.79
C 8.69 -8.42 -36.57
O 8.63 -10.53 -35.38
H 10.98 -10.97 -36.36
H 11.26 -9.46 -37.13
H 9.94 -10.39 -37.68
H 10.04 -9.05 -34.96
H 9.22 -7.82 -37.32
H 8.38 -7.72 -35.79
H 7.83 -8.94 -36.98
H 9.19 -11.16 -34.93
*
```

Atomic partial charges in e from the Löwdin method, atoms 1 to 8: atom 1 (Zn): 1.0976, atom 2 (B): -0.3887, atom 3 (H): -0.0390, atom 4 (H): -0.0876, atom 5 (H): -0.0798, atom 6 (H): -0.0944, atom 7 (B): -0.4032, atom 8 (H): -0.0641